The following is a quantum chemistry calculation of C66H61FN7O8PSr as an isolated structure, from OMol25.

Positions of all 145 atoms, in Å:
Sr1 0.44 -0.81 -0.30
O1 3.11 -3.58 1.66
C1 2.65 -2.91 0.75
O2 1.48 -2.39 0.71
C2 3.58 -2.65 -0.46
C3 4.70 -3.44 -0.50
C4 5.69 -3.27 -1.47
C5 5.59 -2.27 -2.41
C6 4.48 -1.45 -2.38
C7 3.39 -1.60 -1.45
O3 2.35 -0.87 -1.52
N1 4.48 -0.39 -3.41
O4 5.24 -0.51 -4.36
O5 3.76 0.58 -3.25
N2 6.88 -4.12 -1.47
O6 6.97 -4.97 -0.61
O7 7.73 -3.93 -2.33
H1 4.81 -4.19 0.27
H2 6.36 -2.11 -3.13
C8 0.98 1.62 5.14
C9 1.46 3.04 4.96
C10 1.23 3.99 5.95
C11 1.73 5.28 5.87
C12 2.49 5.65 4.77
C13 2.71 4.73 3.75
C14 2.19 3.44 3.83
N3 2.47 2.54 2.78
C15 1.52 1.89 1.97
N4 0.24 2.31 2.20
C16 -1.03 2.00 1.58
C17 -1.15 1.03 0.59
C18 -2.46 0.91 0.09
C19 -3.54 1.67 0.51
C20 -3.35 2.62 1.52
C21 -2.09 2.79 2.08
C22 -1.90 3.80 3.20
N5 1.91 1.03 1.08
C23 3.30 0.73 1.04
C24 3.82 -0.27 1.86
C25 5.15 -0.65 1.76
C26 5.98 -0.02 0.85
C27 5.47 0.99 0.04
C28 4.14 1.39 0.13
C29 3.57 2.48 -0.74
H3 0.89 1.39 6.20
H4 1.67 0.91 4.68
H5 0.01 1.44 4.67
H6 0.66 3.69 6.83
H7 1.54 5.99 6.67
H8 2.90 6.65 4.69
H9 3.28 5.01 2.88
H10 3.37 2.62 2.34
H11 0.20 3.06 2.86
H12 -2.65 0.17 -0.70
H13 -4.53 1.55 0.07
H14 -4.18 3.22 1.88
H15 -2.85 4.30 3.42
H16 -1.17 4.58 2.95
H17 -1.56 3.33 4.13
H18 3.15 -0.80 2.54
H19 5.52 -1.46 2.38
H20 7.01 -0.33 0.74
H21 6.11 1.48 -0.69
H22 4.35 2.90 -1.38
H23 3.13 3.28 -0.14
H24 2.78 2.09 -1.38
O8 -3.21 -2.01 -3.16
N6 -3.05 -0.71 -3.56
C30 -3.92 0.11 -3.14
C31 -3.80 1.55 -3.47
C32 -4.97 2.27 -3.65
C33 -4.94 3.60 -4.04
C34 -3.71 4.21 -4.23
C35 -2.54 3.50 -4.01
C36 -2.56 2.16 -3.61
P1 -1.05 1.25 -3.09
C37 -0.40 0.56 -4.65
C38 0.85 -0.08 -4.59
C39 1.40 -0.67 -5.72
C40 0.70 -0.64 -6.92
C41 -0.54 -0.03 -6.99
C42 -1.09 0.57 -5.86
C43 0.10 2.66 -2.83
C44 -0.08 3.36 -1.63
C45 0.68 4.49 -1.35
C46 1.64 4.92 -2.25
C47 1.85 4.21 -3.43
C48 1.09 3.09 -3.71
H25 -3.78 -2.02 -2.38
H26 -4.79 -0.23 -2.55
H27 -5.92 1.76 -3.51
H28 -5.86 4.15 -4.19
H29 -3.65 5.25 -4.54
H30 -1.58 4.00 -4.12
H31 1.41 -0.10 -3.66
H32 2.37 -1.15 -5.65
H33 1.13 -1.11 -7.80
H34 -1.09 -0.01 -7.93
H35 -2.06 1.04 -5.92
H36 -0.81 3.01 -0.91
H37 0.53 5.02 -0.41
H38 2.24 5.80 -2.03
H39 2.63 4.52 -4.12
H40 1.27 2.54 -4.63
C49 0.14 -1.30 3.49
C50 -0.50 -2.64 3.12
C51 -0.03 -3.75 4.06
C52 -2.01 -2.53 3.05
C53 -2.76 -2.34 4.21
C54 -4.14 -2.27 4.17
C55 -4.79 -2.41 2.95
C56 -4.07 -2.60 1.77
C57 -4.82 -2.78 0.47
C58 -5.65 -4.05 0.47
C59 -5.69 -1.56 0.14
C60 -2.66 -2.62 1.80
N7 -1.90 -2.66 0.63
C61 -1.60 -3.86 0.12
C62 -1.94 -5.15 0.64
C63 -1.56 -6.33 0.01
C64 -0.82 -6.33 -1.17
C65 -0.47 -5.09 -1.72
C66 -0.87 -3.95 -1.09
F1 -0.53 -2.73 -1.65
H41 1.23 -1.37 3.43
H42 -0.14 -1.01 4.52
H43 -0.19 -0.50 2.82
H44 -0.14 -2.88 2.12
H45 -0.21 -3.48 5.11
H46 1.04 -3.92 3.92
H47 -0.56 -4.68 3.85
H48 -2.24 -2.24 5.16
H49 -4.71 -2.12 5.08
H50 -5.88 -2.39 2.92
H51 -4.05 -2.87 -0.30
H52 -6.41 -4.03 1.26
H53 -5.02 -4.93 0.63
H54 -6.17 -4.18 -0.49
H55 -6.52 -1.47 0.85
H56 -6.13 -1.65 -0.86
H57 -5.11 -0.64 0.20
H58 -2.50 -5.18 1.57
H59 -1.84 -7.28 0.46
H60 -0.52 -7.25 -1.65
H61 0.10 -5.01 -2.63

relative energy (zero: lowest compared OMol25 entry of this formula, charge and spin): 19.3 kcal/mol
HOMO energy: -1.82 eV
total charge: -2

Mulliken population analysis, charges in e, atoms 1 to 4: atom 1 (Sr): 2.71, atom 2 (O): -0.79, atom 3 (C): -0.72, atom 4 (O): 0.41

---

The following is a quantum chemistry calculation of a 9-piece molecular cluster, C66H67F11NO5S overall, from OMol25.

Positions of all 151 atoms, in Å:
O1 4.92 -1.18 4.39
S1 4.60 -2.45 3.81
O2 4.02 -3.42 4.69
O3 5.93 -3.04 3.19
C1 3.45 -2.18 2.48
C2 2.77 -0.82 2.66
C3 3.44 0.31 1.86
C4 2.54 0.99 0.83
C5 1.34 1.72 1.42
C6 1.48 2.34 2.82
O4 2.57 3.16 3.07
C7 0.13 3.07 2.92
N1 -0.80 1.97 2.42
C8 -2.16 2.41 2.05
O5 -3.03 1.61 2.82
C9 -4.36 1.76 2.52
F1 -4.79 2.95 2.88
F2 -5.01 0.84 3.19
F3 -4.58 1.60 1.23
C10 0.01 0.98 1.56
C11 -0.56 0.60 0.21
C12 -1.80 -0.31 0.25
C13 -1.58 -1.56 1.05
C14 -1.11 -2.71 0.42
C15 -0.91 -3.90 1.12
C16 -1.19 -3.97 2.49
C17 -1.65 -2.83 3.14
C18 -1.85 -1.65 2.42
H1 5.71 -3.62 2.45
H2 3.88 -2.30 1.49
H3 2.70 -2.97 2.57
H4 2.83 -0.57 3.72
H5 1.73 -0.96 2.39
H6 4.27 -0.14 1.31
H7 3.92 1.05 2.50
H8 2.28 0.27 0.06
H9 3.15 1.75 0.34
H10 1.16 2.60 0.79
H11 1.44 1.49 3.52
H12 3.07 2.84 3.82
H13 -0.12 3.31 3.94
H14 0.04 3.87 2.19
H15 -0.98 1.44 3.28
H16 -2.34 2.38 0.98
H17 -2.26 3.45 2.37
H18 0.09 0.08 2.16
H19 0.19 0.12 -0.41
H20 -0.83 1.52 -0.31
H21 -2.68 0.22 0.59
H22 -1.99 -0.61 -0.77
H23 -0.89 -2.71 -0.64
H24 -0.57 -4.79 0.62
H25 -1.07 -4.88 3.06
H26 -1.90 -2.84 4.19
H27 -2.24 -0.79 2.95
F4 -3.09 -0.63 -2.92
C19 -3.95 -1.67 -2.84
C20 -4.21 -2.43 -3.96
C21 -5.08 -3.50 -3.86
C22 -5.69 -3.79 -2.64
C23 -5.41 -3.02 -1.52
C24 -4.53 -1.95 -1.62
H28 -3.74 -2.17 -4.90
H29 -5.30 -4.10 -4.73
H30 -6.38 -4.62 -2.57
H31 -5.88 -3.24 -0.58
H32 -4.30 -1.34 -0.76
F5 -0.28 -4.78 -2.40
C25 0.09 -6.08 -2.54
C26 -0.49 -7.02 -1.71
C27 -0.12 -8.35 -1.85
C28 0.83 -8.71 -2.80
C29 1.40 -7.75 -3.62
C30 1.03 -6.42 -3.49
H33 -1.23 -6.72 -0.98
H34 -0.56 -9.10 -1.22
H35 1.12 -9.75 -2.91
H36 2.14 -8.03 -4.35
H37 1.46 -5.65 -4.12
F6 5.72 3.62 4.67
C31 5.64 2.92 5.83
C32 5.63 1.54 5.78
C33 5.55 0.83 6.96
C34 5.47 1.51 8.18
C35 5.48 2.90 8.20
C36 5.57 3.62 7.02
H38 5.69 1.04 4.82
H39 5.54 -0.25 6.94
H40 5.40 0.95 9.10
H41 5.42 3.42 9.14
H42 5.59 4.70 7.01
F7 0.20 4.74 0.44
C37 0.65 5.97 0.02
C38 0.91 6.93 0.98
C39 1.37 8.17 0.56
C40 1.56 8.43 -0.79
C41 1.29 7.44 -1.73
C42 0.83 6.19 -1.32
H43 0.75 6.72 2.03
H44 1.59 8.94 1.29
H45 1.92 9.39 -1.11
H46 1.44 7.64 -2.78
H47 0.63 5.41 -2.04
F8 2.86 -9.83 -5.52
C43 4.04 -9.79 -6.19
C44 4.20 -8.86 -7.19
C45 5.41 -8.82 -7.87
C46 6.43 -9.71 -7.54
C47 6.23 -10.64 -6.53
C48 5.03 -10.68 -5.84
H48 3.40 -8.18 -7.43
H49 5.57 -8.09 -8.65
H50 7.37 -9.68 -8.08
H51 7.02 -11.34 -6.28
H52 4.86 -11.40 -5.05
F9 -6.11 2.61 -7.88
C49 -5.76 2.17 -6.66
C50 -4.44 1.86 -6.41
C51 -4.09 1.41 -5.14
C52 -5.06 1.27 -4.16
C53 -6.38 1.58 -4.43
C54 -6.74 2.04 -5.69
H53 -3.71 1.97 -7.19
H54 -3.06 1.17 -4.93
H55 -4.78 0.92 -3.18
H56 -7.14 1.47 -3.67
H57 -7.77 2.30 -5.93
F10 3.66 10.04 1.53
C55 4.76 9.42 2.02
C56 4.65 8.12 2.48
C57 5.78 7.49 2.97
C58 6.99 8.16 3.00
C59 7.08 9.47 2.54
C60 5.95 10.10 2.03
H58 3.69 7.62 2.45
H59 5.71 6.47 3.33
H60 7.87 7.67 3.39
H61 8.02 9.99 2.56
H62 6.00 11.12 1.66
F11 -10.08 -2.12 -1.99
C61 -9.86 -0.93 -1.40
C62 -10.94 -0.18 -0.98
C63 -10.70 1.05 -0.38
C64 -9.40 1.51 -0.22
C65 -8.33 0.74 -0.65
C66 -8.56 -0.50 -1.25
H63 -11.94 -0.55 -1.12
H64 -11.53 1.65 -0.04
H65 -9.22 2.47 0.25
H66 -7.32 1.09 -0.53
H67 -7.74 -1.12 -1.59

HOMO energy: -10.60 eV
total charge: +1

Mulliken population analysis, charges in e, atoms 1 to 4: atom 1 (O): -0.50, atom 2 (S): 1.16, atom 3 (O): -0.64, atom 4 (O): -0.46

---

The following is a quantum chemistry calculation of a 13-piece molecular cluster, C66H69F9O12 overall, from OMol25.

Positions of all 156 atoms, in Å:
F1 -6.73 -2.77 -2.18
C1 -6.50 -2.81 -0.88
C2 -7.25 -3.63 -0.09
C3 -7.08 -3.56 1.31
C4 -6.11 -2.72 1.89
C5 -5.54 -1.71 1.07
C6 -5.58 -1.87 -0.35
H1 -7.96 -4.32 -0.53
H2 -7.68 -4.33 1.78
H3 -5.93 -2.62 2.95
H4 -4.98 -0.90 1.52
H5 -5.10 -1.19 -1.04
F2 0.11 1.76 2.05
C7 0.30 3.09 2.13
C8 1.15 3.70 1.22
C9 1.17 5.15 1.21
C10 0.38 5.93 2.12
C11 -0.42 5.26 2.99
C12 -0.45 3.85 3.08
H6 1.68 3.18 0.44
H7 1.74 5.82 0.58
H8 0.25 6.99 1.93
H9 -0.94 5.83 3.75
H10 -0.95 3.32 3.88
F3 -3.45 4.46 2.75
C13 -4.18 3.37 3.04
C14 -3.51 2.11 2.88
C15 -4.20 0.96 3.21
C16 -5.52 0.95 3.52
C17 -6.26 2.16 3.58
C18 -5.55 3.42 3.46
H11 -2.50 1.97 2.52
H12 -3.58 0.09 3.38
H13 -6.04 0.11 3.95
H14 -7.32 2.12 3.75
H15 -6.05 4.37 3.58
F4 8.12 1.17 -1.74
C19 7.14 0.36 -1.31
C20 6.45 0.60 -0.16
C21 5.28 -0.14 0.10
C22 4.98 -1.18 -0.73
C23 5.74 -1.50 -1.80
C24 6.94 -0.84 -2.09
H16 6.67 1.45 0.46
H17 4.67 0.15 0.94
H18 4.18 -1.86 -0.52
H19 5.25 -2.22 -2.44
H20 7.52 -1.10 -2.96
F5 1.98 3.80 -2.33
C25 1.01 4.76 -2.46
C26 -0.28 4.39 -2.81
C27 -1.28 5.31 -3.11
C28 -0.99 6.65 -2.79
C29 0.26 7.00 -2.31
C30 1.26 6.04 -2.11
H21 -0.59 3.37 -2.98
H22 -2.22 4.89 -3.45
H23 -1.60 7.54 -2.84
H24 0.45 8.04 -2.08
H25 2.27 6.35 -1.91
F6 -6.96 3.15 -0.50
C31 -6.06 2.39 -1.18
C32 -4.70 2.39 -0.81
C33 -3.74 1.61 -1.51
C34 -4.22 0.97 -2.66
C35 -5.54 0.81 -2.98
C36 -6.45 1.49 -2.18
H26 -4.46 2.98 0.06
H27 -2.70 1.68 -1.22
H28 -3.51 0.54 -3.35
H29 -5.70 0.34 -3.94
H30 -7.49 1.53 -2.45
F7 2.87 0.32 2.86
C37 3.39 0.33 4.17
C38 4.36 -0.62 4.58
C39 5.10 -0.31 5.69
C40 4.85 0.84 6.38
C41 3.76 1.70 6.08
C42 3.01 1.42 4.94
H31 4.68 -1.41 3.92
H32 5.91 -0.92 6.06
H33 5.47 0.87 7.27
H34 3.48 2.43 6.83
H35 2.17 2.00 4.58
F8 -1.90 -1.75 -7.43
C43 -0.92 -0.86 -7.03
C44 0.21 -0.67 -7.76
C45 1.13 0.27 -7.48
C46 0.96 1.02 -6.29
C47 -0.16 0.76 -5.46
C48 -1.10 -0.18 -5.79
H36 0.41 -1.26 -8.64
H37 1.97 0.50 -8.12
H38 1.70 1.73 -5.94
H39 -0.22 1.24 -4.49
H40 -1.88 -0.50 -5.11
F9 3.17 -0.73 -3.86
C49 4.01 0.17 -4.34
C50 3.81 1.46 -3.91
C51 4.69 2.49 -4.23
C52 5.79 2.21 -5.04
C53 6.04 0.86 -5.52
C54 5.12 -0.16 -5.15
H41 3.02 1.68 -3.22
H42 4.54 3.47 -3.80
H43 6.35 3.02 -5.48
H44 7.00 0.64 -5.97
H45 5.26 -1.21 -5.36
C55 1.06 -3.55 -1.76
O1 0.52 -4.83 -1.32
C56 -0.77 -5.01 -1.08
O2 -1.15 -6.07 -0.58
O3 -1.57 -3.91 -1.42
C57 -2.94 -3.81 -1.03
H46 0.38 -3.04 -2.45
H47 2.06 -3.74 -2.16
H48 1.16 -2.92 -0.88
H49 -3.28 -2.78 -1.18
H50 -3.10 -4.24 -0.04
H51 -3.52 -4.55 -1.58
C58 4.53 -6.61 3.82
O4 3.49 -5.90 3.36
C59 3.67 -4.78 2.89
O5 4.70 -4.01 2.84
O6 2.55 -4.35 2.39
C60 2.33 -3.02 1.87
H52 4.22 -7.08 4.75
H53 5.44 -6.07 4.09
H54 4.71 -7.40 3.09
H55 2.85 -2.16 2.28
H56 1.30 -2.75 2.11
H57 2.38 -3.08 0.79
C61 -0.26 -1.33 4.40
O7 -0.33 -2.71 4.17
C62 -1.55 -3.33 3.98
O8 -2.64 -2.72 4.14
O9 -1.33 -4.57 3.84
C63 -2.52 -5.39 3.92
H58 -0.86 -1.13 5.29
H59 -0.54 -0.71 3.54
H60 0.75 -1.10 4.74
H61 -3.19 -5.21 4.77
H62 -2.24 -6.45 3.90
H63 -3.20 -5.17 3.10
C64 -1.60 -1.48 1.13
O10 -1.73 -1.02 -0.23
C65 -0.81 -0.32 -0.91
O11 -0.88 0.02 -2.06
O12 0.36 -0.24 -0.14
C66 1.48 0.40 -0.66
H64 -0.61 -1.92 1.26
H65 -2.38 -2.21 1.31
H66 -1.59 -0.71 1.91
H67 1.34 1.46 -0.86
H68 1.74 -0.12 -1.58
H69 2.39 0.30 -0.06

HOMO energy: -8.89 eV

Mulliken population analysis, charges in e, atoms 1 to 4: atom 1 (F): -0.33, atom 2 (C): 0.28, atom 3 (C): -0.43, atom 4 (C): -0.56